Record 1
Entry from the Open Molecules 2025 dataset: a structure of composition CH6N3O2 at a distorted geometry (ωB97M-V with the def2-TZVPD basis set).

Each line ends with the Mulliken charge.
Geometry (Å):
1 O -1.462 -1.524 -0.154  -0.437
2 O -2.118 0.612 0.122  -0.448
3 N -1.039 -0.239 -0.116  0.421
4 N 0.484 1.512 -0.077  -0.407
5 N 1.581 -0.933 -0.166  -0.565
6 C 0.130 0.262 -0.162  0.467
7 H -0.274 2.360 -0.254  0.330
8 H -0.820 -2.067 -0.743  0.391
9 H 1.423 -1.514 -0.928  0.250
10 H 1.432 1.801 -0.213  0.284
11 H -2.906 0.219 -0.305  0.384
12 H 1.381 -1.439 0.770  0.329

Values from the calculation:
HOMO energy	-14.9230	eV
charge	+1
lowest unoccupied orbital energy	-4.369	eV

Record 2
Entry from the Open Molecules 2025 dataset: a structure of composition C21H15Cl2NdO4PSc at a distorted geometry (ωB97M-V with the def2-TZVPD basis set).

Each line ends with the Mulliken charge.
Geometry (Å):
1 Nd -5.406 2.656 -3.100  1.919
2 Sc -1.855 -0.222 -1.073  0.565
3 Cl -3.275 3.406 -1.966  -0.298
4 Cl -3.872 -0.839 -2.085  -0.411
5 P 0.698 0.213 0.062  1.962
6 O -6.149 5.002 -0.596  0.037
7 O -0.485 1.151 -0.349  -0.644
8 O -2.886 -1.862 1.799  0.003
9 O -7.470 1.720 -0.380  0.065
10 C -0.442 0.509 2.576  -0.334
11 C -0.655 -2.157 -2.954  -0.075
12 C 3.117 1.217 0.991  -0.325
13 C 0.964 -3.453 -1.700  -0.822
14 C 2.262 1.030 -0.108  0.575
15 C -0.141 -0.974 -2.359  -0.616
16 C 0.645 -1.110 -1.166  0.475
17 C 0.999 -1.423 2.333  -0.198
18 C -0.044 -3.381 -2.661  -0.649
19 C 4.400 1.734 0.792  -0.733
20 C -6.025 4.348 -1.542  0.093
21 C 3.976 1.894 -1.591  -0.756
22 C 0.409 -0.271 1.776  0.854
23 C 2.693 1.378 -1.400  -0.492
24 C -6.845 1.975 -1.327  0.063
25 C -2.442 -1.427 0.827  0.325
26 C 4.835 2.082 -0.493  -0.503
27 C 0.741 -1.770 3.657  -0.850
28 C 1.293 -2.339 -0.936  -0.690
29 C -0.094 -0.984 4.453  -0.540
30 C -0.697 0.158 3.900  -0.696
31 H -0.301 0.010 -2.850  0.688
32 H -0.940 1.384 2.147  0.439
33 H -1.476 -2.089 -3.679  0.578
34 H 1.505 -4.388 -1.543  0.483
35 H -1.362 0.767 4.508  0.451
36 H 5.832 2.503 -0.644  0.436
37 H 2.790 0.946 1.993  0.379
38 H -0.338 -4.285 -3.205  0.466
39 H 5.063 1.884 1.647  0.421
40 H -0.290 -1.264 5.488  0.464
41 H 1.204 -2.677 4.068  0.437
42 H 4.311 2.169 -2.590  0.421
43 H 2.036 1.224 -2.256  0.238
44 H 2.075 -2.394 -0.180  0.641
45 H 1.644 -2.048 1.716  0.155

Values from the calculation:
HOMO energy (alpha / beta)	-18.5410 / -18.5410	eV
charge	+4
multiplicity	4
lowest unoccupied orbital energy (alpha / beta)	-15.504 / -15.091	eV

Record 3
Entry from the Open Molecules 2025 dataset: a cluster of 2 separate species, H4O2 in total at a distorted geometry (ωB97M-V with the def2-TZVPD basis set).

Each line ends with the Mulliken charge.
Geometry (Å):
1 O -1.461 -0.211 -0.158  -0.673
2 O 1.162 -0.085 -0.278  -0.720
3 H -1.608 0.754 -0.141  0.289
4 H 1.077 0.640 0.325  0.348
5 H 1.342 -0.809 0.326  0.363
6 H -0.512 -0.289 -0.075  0.393

Values from the calculation:
HOMO energy	-10.9349	eV
charge	0
structure (SMILES)	O.O
lowest unoccupied orbital energy	0.601	eV

Record 4
Entry from the Open Molecules 2025 dataset: a structure of composition C12H40BKO12 at a distorted geometry (ωB97M-V with the def2-TZVPD basis set).

Each line ends with the Mulliken charge.
Geometry (Å):
1 K 0.322 15.679 7.516  1.027
2 O 3.032 21.413 10.513  -0.637
3 O -0.472 16.266 13.048  -0.648
4 O -4.279 16.367 9.992  -0.658
5 O 1.212 18.179 5.836  -0.459
6 O 0.475 21.568 12.369  -0.580
7 O -2.974 18.695 4.385  -0.540
8 O 3.440 20.556 8.036  -0.627
9 O -2.545 19.676 7.321  -0.458
10 O -1.642 15.024 10.522  -0.665
11 O 1.561 21.241 5.955  -0.628
12 O 2.913 17.626 12.793  -0.556
13 O -0.421 19.368 11.045  -0.401
14 C -3.865 19.364 5.234  -0.637
15 C -1.321 20.465 11.136  -0.167
16 C 2.653 19.699 8.865  0.403
17 C -2.897 14.707 11.167  -0.269
18 C -4.028 14.964 10.139  -0.504
19 C 0.484 19.201 5.135  -0.529
20 C 0.807 16.483 12.608  -0.003
21 C 2.939 20.008 10.358  0.336
22 C 0.394 20.493 5.880  0.055
23 C 1.654 17.577 13.394  -0.408
24 C -3.730 19.171 6.775  -0.213
25 C -0.484 21.755 11.313  -0.590
26 B -1.376 17.547 9.044  1.274
27 H -2.002 20.591 10.292  0.270
28 H 1.905 17.247 14.405  0.395
29 H -1.918 20.289 12.033  0.240
30 H -4.907 14.417 10.485  0.404
31 H -2.932 15.274 12.098  0.215
32 H -1.653 15.593 9.740  0.464
33 H -2.029 17.086 8.290  0.044
34 H -3.803 14.478 9.187  0.216
35 H 1.637 17.595 5.204  0.248
36 H 2.025 19.660 10.844  -0.279
37 H 3.796 19.621 10.909  0.465
38 H -1.192 22.533 11.599  0.409
39 H 1.206 21.043 12.036  0.243
40 H 1.947 21.070 6.818  0.316
41 H -4.641 19.475 7.295  0.358
42 H -2.561 19.353 3.824  0.348
43 H 0.736 16.785 11.563  -0.129
44 H -0.613 16.839 9.395  -0.796
45 H 1.044 18.482 13.404  0.234
46 H -0.499 18.745 4.997  0.332
47 H -3.441 16.835 9.921  0.091
48 H -4.938 19.218 5.088  0.335
49 H -0.717 18.836 10.289  -0.126
50 H 1.480 15.637 12.771  0.325
51 H 3.567 21.569 11.294  0.332
52 H -3.697 20.433 5.081  0.290
53 H 1.601 19.893 8.648  -0.504
54 H 2.881 18.653 8.664  0.225
55 H 0.093 20.291 6.910  -0.169
56 H -3.783 18.083 6.887  0.144
57 H -1.034 16.153 12.277  0.343
58 H -2.028 17.975 9.831  0.109
59 H -2.896 13.668 11.499  0.366
60 H -2.194 19.097 8.007  0.362
61 H 3.724 21.261 8.630  0.354
62 H -0.059 22.011 10.341  0.218
63 H -0.314 21.142 5.362  0.303
64 H 3.276 18.485 13.019  0.308
65 H -0.882 18.393 8.522  -0.699
66 H 0.844 19.278 4.108  0.478

Values from the calculation:
HOMO energy	-9.2490	eV
charge	0
lowest unoccupied orbital energy	-1.137	eV

Record 5
Entry from the Open Molecules 2025 dataset: a cluster of 2 separate species, C3H8N2O2 in total at a distorted geometry (ωB97M-V with the def2-TZVPD basis set).

Each line ends with the Mulliken charge.
Geometry (Å):
1 O 0.238 -0.691 1.484  -0.622
2 O -2.246 0.048 0.691  -0.392
3 N -1.900 -0.793 -0.397  -0.421
4 N 0.467 1.033 -0.044  -0.138
5 C 2.033 -0.769 -0.119  -1.150
6 C 0.749 -0.228 0.473  0.586
7 C -0.295 1.940 -0.416  -0.180
8 H -0.938 -0.733 -0.892  0.265
9 H 2.043 -0.653 -1.202  0.301
10 H 2.868 -0.190 0.272  0.313
11 H -1.616 -0.154 1.415  0.362
12 H 2.150 -1.817 0.141  0.350
13 H -2.320 -1.704 -0.209  0.227
14 H -0.972 1.798 -1.257  0.241
15 H -0.261 2.914 0.060  0.257

Values from the calculation:
HOMO energy	-8.9420	eV
charge	0
structure (SMILES)	C=NC(C)=O.NO
lowest unoccupied orbital energy	0.514	eV